# 1
Formula: C44H48CsN6O2PS4
Source: OMol25
Level of theory: ωB97M-V/def2-TZVPD

Summary:
- M: 985.1 g mol⁻¹
- Energy above the lowest of the compared OMol25 structures with the same formula, charge and spin: 31.7 kcal/mol
- LUMO: 0.22 eV
- Frontier orbital gap: 6.29 eV

CARTESIAN COORDINATES (ANGSTROEM)
Cs1 0.830 -0.085 0.327
C1 3.574 3.998 -1.943
C2 4.444 4.095 -0.717
S1 3.648 2.924 0.469
C3 3.537 3.929 2.009
C4 2.293 4.781 2.063
S2 0.844 3.744 1.497
C5 0.092 4.649 0.133
C6 0.977 4.801 -1.071
S3 1.970 3.307 -1.269
H1 3.939 3.259 -2.655
H2 3.390 4.948 -2.432
H3 4.526 5.098 -0.264
H4 5.456 3.655 -0.937
H5 4.457 4.517 2.096
H6 3.509 3.164 2.802
H7 2.347 5.609 1.382
H8 2.049 5.098 3.054
H9 -0.261 5.606 0.535
H10 -0.799 4.026 -0.070
H11 1.672 5.613 -0.985
H12 0.396 4.882 -2.021
O1 3.116 0.662 3.102
S4 3.629 -0.671 3.420
O2 5.012 -1.025 3.048
N1 2.519 -1.676 2.717
C7 2.731 -3.007 2.774
C8 3.720 -3.725 3.465
C9 3.885 -5.131 3.328
C10 3.118 -5.869 2.474
C11 2.139 -5.192 1.707
C12 1.381 -5.881 0.730
C13 0.510 -5.230 -0.106
C14 0.229 -3.876 0.241
N2 0.921 -3.172 1.122
C15 1.872 -3.768 1.864
C16 3.566 -0.863 5.129
C17 2.463 -1.300 5.851
C18 2.475 -1.167 7.243
C19 3.543 -0.602 7.917
C20 4.631 -0.162 7.183
C21 4.679 -0.316 5.794
H13 4.412 -3.215 4.106
H14 4.670 -5.626 3.924
H15 3.242 -6.936 2.320
H16 1.534 -6.970 0.629
H17 -0.015 -5.757 -0.895
H18 -0.569 -3.324 -0.256
H19 1.595 -1.734 5.358
H20 1.616 -1.481 7.829
H21 3.528 -0.510 9.022
H22 5.460 0.346 7.673
H23 5.555 -0.006 5.234
C22 -5.241 -3.339 -2.733
N3 -4.157 -3.803 -1.893
C23 -3.478 -5.077 -2.126
C24 -3.519 -2.922 -1.137
N4 -2.946 -2.162 -0.468
H24 -5.829 -4.240 -3.002
H25 -4.872 -2.877 -3.660
H26 -5.902 -2.665 -2.197
H27 -4.213 -5.884 -2.130
H28 -2.793 -5.317 -1.324
H29 -2.924 -5.124 -3.086
N5 -2.473 0.762 4.269
C25 -1.307 0.648 3.549
N6 -1.508 0.548 2.254
C26 -2.882 0.686 2.086
C27 -3.653 0.771 0.940
C28 -5.009 1.001 1.074
C29 -5.611 1.173 2.301
C30 -4.868 1.042 3.471
C31 -3.521 0.818 3.338
H30 -2.514 0.707 5.308
H31 -0.332 0.652 4.018
H32 -3.167 0.602 -0.009
H33 -5.568 1.132 0.160
H34 -6.681 1.387 2.348
H35 -5.364 1.170 4.455
C32 -1.100 -1.147 -3.664
P1 -0.707 0.637 -3.422
C33 -2.367 1.282 -3.595
C34 -2.651 2.408 -4.412
C35 -3.974 2.777 -4.637
C36 -5.011 2.105 -4.025
C37 -4.739 1.059 -3.139
C38 -3.415 0.702 -2.895
C39 0.023 0.835 -5.055
C40 -0.682 0.746 -6.249
C41 -0.040 0.835 -7.487
C42 1.293 1.152 -7.536
C43 2.052 1.293 -6.365
C44 1.402 1.126 -5.150
H36 -1.542 -1.591 -2.772
H37 -0.220 -1.754 -3.932
H38 -1.832 -1.277 -4.460
H39 -1.817 2.914 -4.892
H40 -4.169 3.630 -5.259
H41 -6.027 2.367 -4.195
H42 -5.524 0.588 -2.605
H43 -3.183 -0.122 -2.216
H44 -1.764 0.636 -6.211
H45 -0.592 0.670 -8.395
H46 1.761 1.222 -8.527
H47 3.110 1.485 -6.397
H48 1.987 1.298 -4.264



# 2
Formula: C10H16AsF6LiNO6PS
Source: OMol25
Level of theory: ωB97M-V/def2-TZVPD

Summary:
- M: 505.1 g mol⁻¹
- LUMO: -3.36 eV
- Frontier orbital gap: 5.55 eV

CARTESIAN COORDINATES (ANGSTROEM)
C1 4.590 -1.499 -0.278
C2 4.275 -1.582 -1.885
C3 2.923 -0.793 -2.371
C4 1.751 -0.765 -1.224
C5 0.879 -1.822 -0.644
P1 0.853 -3.661 -1.159
O1 -0.076 -4.657 -0.073
O2 2.450 -4.374 -1.339
S1 -0.046 -3.759 -2.921
C6 -0.026 -1.029 0.496
O3 -1.049 -1.499 1.250
O4 0.489 0.370 0.647
C7 1.413 0.677 -0.463
O5 1.963 1.868 -0.829
H1 5.767 -1.347 -0.173
H2 4.094 -0.599 0.283
H3 4.301 -2.509 0.268
H4 4.268 -2.718 -2.232
H5 5.196 -1.086 -2.447
H6 2.538 -1.261 -3.399
H7 3.241 0.322 -2.652
H8 0.194 -4.441 0.882
H9 2.262 -5.235 -1.848
F1 -0.692 5.305 -3.777
As1 -0.049 5.180 -2.082
F2 -1.733 5.370 -1.429
F3 0.174 6.982 -2.033
F4 0.594 5.054 -0.387
F5 1.636 4.989 -2.735
F6 -0.272 3.377 -2.131
C8 -5.649 -0.010 3.950
C9 -4.968 1.320 4.113
O6 -5.477 2.240 4.749
N1 -3.748 1.495 3.529
C10 -2.987 0.550 2.747
H10 -6.610 0.006 4.471
H11 -5.834 -0.210 2.891
H12 -5.034 -0.802 4.386
H13 -3.356 2.416 3.684
H14 -2.024 0.399 3.242
H15 -2.817 0.986 1.760
H16 -3.496 -0.409 2.640
Li1 0.090 -2.840 -5.478



| no. | DFT total energy (eV) |
| --- | --- |
| 1 | -112617.9082 |
| 2 | -121874.2259 |